Record 1
Density functional theory data (wB97M-V/def2-TZVPD) for C26H33F6MnN3O4S2 as an isolated structure.

Cartesian coordinates (Å):
Mn -0.19923 0.37002 -1.98907
C -2.74277 1.97618 4.11919
C -1.87212 3.08329 3.50841
C -2.74182 4.32767 3.32243
C -0.71568 3.42264 4.46249
C -1.27169 2.60156 2.20179
C -1.32582 3.32196 1.00591
C -0.73442 2.80729 -0.13111
N -0.10885 1.63306 -0.17452
C -0.00453 0.93545 0.98297
C -0.57630 1.40150 2.16431
C 0.77069 -0.30060 0.91503
C 1.26805 -0.95274 2.04817
C 2.00381 -2.11901 1.93210
C 2.31880 -2.52726 0.62849
C 1.82262 -1.82506 -0.44829
N 1.02490 -0.76780 -0.32413
C 2.44233 -2.95219 3.12034
C 3.97388 -2.96685 3.19259
C 1.89252 -2.42461 4.44756
C 1.91414 -4.37984 2.91759
H -3.20801 2.34019 5.03245
H -2.16226 1.09266 4.37070
H -3.52412 1.68367 3.42175
H -3.17561 4.61290 4.27871
H -3.55413 4.12757 2.62823
H -2.15715 5.16864 2.95824
H -1.10403 3.79773 5.40664
H -0.07690 4.18713 4.02574
H -0.10747 2.54588 4.66879
H -1.82900 4.27076 0.93485
H -0.75251 3.36543 -1.05910
H -0.49660 0.80063 3.05520
H 1.06844 -0.53627 3.02158
H 2.93502 -3.39356 0.45204
H 2.05545 -2.10739 -1.46502
H 4.35655 -1.95858 3.33012
H 4.40950 -3.37673 2.28632
H 4.29654 -3.57527 4.03374
H 2.28467 -1.43632 4.67405
H 2.19295 -3.09374 5.25013
H 0.80605 -2.38805 4.43039
H 2.32030 -4.83222 2.01793
H 0.82962 -4.37099 2.83509
H 2.19099 -5.00142 3.76533
F -4.17652 -2.03573 -1.50438
C -4.18827 -0.91923 -2.25237
F -4.03966 -1.30856 -3.50957
F -5.36880 -0.35500 -2.06870
S -2.69759 0.02297 -1.57791
O -1.70855 -1.03647 -1.61373
O -3.08206 0.47624 -0.28038
N -2.19057 1.19491 -2.51136
S -3.24263 2.05941 -3.32590
O -4.33529 1.23319 -3.72138
O -2.59107 2.89584 -4.26710
C -4.04012 3.24380 -2.09651
F -4.88945 4.01964 -2.76208
F -4.72262 2.57012 -1.17230
F -3.17264 4.04098 -1.46578
C 1.49810 -2.33920 -5.58602
C 2.58490 -1.38354 -5.06887
C 3.12304 -0.53226 -6.22434
C 3.72745 -2.18851 -4.43597
C 1.95864 -0.52890 -4.06384
C 1.33884 0.13677 -3.24264
H 1.90509 -2.98235 -6.36388
H 0.66487 -1.77287 -5.99399
H 1.12113 -2.95674 -4.77364
H 3.55230 -1.17908 -6.98696
H 3.89064 0.14903 -5.86785
H 2.32110 0.05157 -6.66694
H 4.21033 -2.79674 -5.19829
H 3.34643 -2.84339 -3.65607
H 4.46618 -1.52320 -3.99736

LUMO (alpha / beta) = -0.59 / -0.68 eV
expectation value of S² = 8.760
2S+1 = 6
frontier orbital gap (alpha / beta) = 7.83 / 8.00 eV

Record 2
Density functional theory data (wB97M-V/def2-TZVPD) for a 2-piece molecular cluster, C36H40O3S overall.

Cartesian coordinates (Å):
C -6.07990 3.20432 -1.03896
C -5.25923 2.21278 -1.79703
C -4.60964 1.19077 -1.11112
C -3.88435 0.20869 -1.77527
C -3.27276 -0.83257 -0.87523
C -3.75355 0.27136 -3.17533
C -2.89930 -0.76595 -3.90572
C -3.56223 -2.15841 -3.88023
C -1.43159 -0.82355 -3.37010
C -0.72022 0.46286 -3.30694
C 0.60945 0.70977 -2.93966
C 1.15680 2.01695 -3.23362
C 0.34613 3.03873 -3.96987
C 2.47063 2.31532 -2.89865
C 3.29530 1.38994 -2.24984
C 4.68404 1.78835 -1.86898
C 2.78792 0.11577 -1.96663
C 1.49406 -0.25975 -2.31958
C 1.08363 -1.66806 -2.04468
C -4.40569 1.30739 -3.88160
C -4.32044 1.42650 -5.38060
C -5.13665 2.26901 -3.18724
H -6.51769 3.92898 -1.73071
H -6.88774 2.70112 -0.49092
H -5.46783 3.73514 -0.29862
H -4.67207 1.13393 -0.02198
H -2.90578 -1.73307 -1.36987
H -2.45219 -0.39907 -0.27797
H -4.03422 -1.17466 -0.15633
H -2.83260 -0.47586 -4.96235
H -4.58682 -2.10615 -4.27352
H -3.00551 -2.86979 -4.50292
H -3.62343 -2.56245 -2.86411
H -1.43977 -1.28522 -2.37579
H -0.88244 -1.51136 -4.03435
H -1.31040 1.30620 -3.68210
H 0.89447 3.98463 -4.02443
H 0.11923 2.73064 -5.00289
H -0.60585 3.23180 -3.46006
H 2.85997 3.30371 -3.14750
H 5.22878 0.93443 -1.45424
H 5.22960 2.17738 -2.74065
H 4.67021 2.59078 -1.11637
H 3.43301 -0.60439 -1.45460
H 1.95736 -2.27096 -1.76417
H 0.38122 -1.71470 -1.20002
H 0.63364 -2.14966 -2.92196
H -4.91669 2.28929 -5.70004
H -3.29200 1.59281 -5.73142
H -4.71413 0.53862 -5.89299
H -5.62277 3.07544 -3.74436
C 0.99846 -0.83108 9.53987
C 1.89660 -0.00983 8.84536
C 2.29879 -0.34041 7.54638
C 1.78249 -1.48112 6.91682
S 2.37160 -1.93857 5.25664
C 1.24624 -1.35066 4.06238
C 1.51515 -0.85731 2.73599
O 0.62894 -0.33760 2.03033
C 2.92344 -1.01328 2.22771
C 3.51508 -2.26967 2.23631
C 4.83029 -2.43203 1.78978
C 5.54617 -1.32996 1.30816
C 4.93432 -0.06548 1.27813
C 3.60517 0.08155 1.69269
O 3.61511 -1.20544 5.15877
O 2.41044 -3.38496 5.30136
C 0.94818 -2.34347 7.63883
C 0.54431 -2.01141 8.93725
H 0.67276 -0.56676 10.55199
H 2.29891 0.88396 9.32618
H 3.03232 0.27453 7.03185
H 0.26826 -1.18041 4.50677
H 2.92311 -3.11965 2.58003
H 5.28099 -3.42351 1.83502
H 6.57447 -1.45387 0.96559
H 5.49768 0.80984 0.94496
H 3.09166 1.04977 1.64259
H 0.63131 -3.28441 7.19759
H -0.11223 -2.68657 9.48887

LUMO = -3.23 eV
2S+1 = 1
frontier orbital gap = 2.66 eV

Record 3
Density functional theory data (wB97M-V/def2-TZVPD) for a 2-piece molecular cluster, C4H12O overall.

Cartesian coordinates (Å):
C -0.96362 -0.08521 1.86095
C -1.75103 1.25211 1.95554
H 0.15960 0.02623 1.51746
H -1.24055 -0.67102 2.68384
H -1.38460 -0.89022 1.23577
H -2.79695 1.08073 2.20258
H -1.48583 2.02359 1.25613
H -1.25030 1.57784 2.86814
C 1.28606 -0.04666 -1.52601
C 1.51785 -1.11228 -0.52107
O 0.01118 0.08022 -1.92265
H 1.29124 1.04327 -1.23344
H 1.83517 -0.32460 -2.40502
H 0.44653 -1.52094 -0.11534
H -0.42231 -0.49015 -2.52149
H 2.11393 -0.59252 0.23342
H 2.10902 -1.95173 -0.95730

LUMO = 0.97 eV
SMILES = CCO.CC
2S+1 = 1
frontier orbital gap = 11.00 eV

Record 4
Density functional theory data (wB97M-V/def2-TZVPD) for C22H44N3OP3RhSe as an isolated structure.

Cartesian coordinates (Å):
Rh 0.40480 -0.17839 0.20838
P 0.66709 1.79919 1.56991
P -2.20787 0.58314 0.13457
P 2.52015 -0.18165 -0.42537
H -0.81434 -1.07892 -2.28750
C 0.07230 -1.38981 -1.72455
C -0.11206 -1.89699 -0.38726
H -1.10723 -1.93558 0.18707
C 0.60534 3.37144 0.63171
C -0.55645 2.00253 2.92392
C 2.25052 1.97953 2.49347
C -3.29136 -0.24932 -1.10923
C -3.25510 0.27823 1.63408
C -2.56780 2.31753 -0.32171
C 3.00720 -1.19868 -1.83757
C 3.60561 -0.85538 0.87269
C 3.13279 1.46723 -0.90731
H 0.77084 -1.99709 -2.33796
H 0.54507 -2.70462 -0.01137
H 0.88100 4.20586 1.28734
H -0.39927 3.54777 0.23377
H 1.31011 3.32939 -0.20794
H -0.36531 2.92996 3.48887
H -0.44773 1.14695 3.60498
H -1.58108 2.03711 2.53667
H 2.38003 3.03130 2.79060
H 3.11235 1.68405 1.88892
H 2.22201 1.36959 3.40829
H -4.30903 0.19663 -1.07211
H -3.34516 -1.32298 -0.88723
H -2.87941 -0.11789 -2.11864
H -3.95788 1.10862 1.79789
H -2.63645 0.14718 2.53282
H -3.83474 -0.64862 1.48586
H -3.56034 2.37169 -0.78959
H -1.82759 2.67266 -1.04775
H -2.55693 2.97072 0.55667
H 4.10430 -1.26277 -1.77174
H 2.68441 -0.68463 -2.75495
H 2.57567 -2.21157 -1.75693
H 4.47478 -1.22774 0.31316
H 3.12423 -1.69708 1.39779
H 3.91572 -0.08808 1.59098
H 4.09427 1.25303 -1.40259
H 3.29488 2.12431 -0.04321
H 2.43550 1.93948 -1.62222
C 0.49863 1.96293 -4.40003
C 0.28588 0.62216 -4.03534
C 0.53985 -0.40034 -4.95535
C 1.00905 -0.11315 -6.24192
C 1.22955 1.22087 -6.61186
C 0.99828 2.24897 -5.68797
Se 0.16420 3.46016 -3.24652
H -1.19488 3.60441 -3.70845
H -0.05951 0.36490 -3.03569
H 0.29840 -1.43100 -4.70387
H 1.16116 -0.90556 -6.96749
H 1.56031 1.48780 -7.62354
H 1.16734 3.30736 -5.90981
C -2.84037 -4.57672 2.75699
N -1.95061 -3.50387 3.18347
C -1.82603 -3.03918 4.45456
C -0.93003 -2.02180 4.67220
C -0.16780 -1.57928 3.56284
N -0.57193 -1.76241 2.31757
C -1.50471 -2.74844 2.13027
O -1.98693 -3.00912 0.98771
N 0.94227 -0.79901 3.78167
H -3.64047 -4.18154 2.12780
H -3.22404 -5.09619 3.63238
H -2.30239 -5.28788 2.14042
H -2.47222 -3.49473 5.21453
H -0.69752 -1.60438 5.64900
H 1.28862 -0.80203 4.73829
H 1.64803 -0.86028 3.03245

total charge = +3
LUMO (alpha / beta) = -8.16 / -12.87 eV
expectation value of S² = 6.026
2S+1 = 5
frontier orbital gap (alpha / beta) = 5.86 / 3.85 eV

Record 5
Density functional theory data (wB97M-V/def2-TZVPD) for a 2-piece molecular cluster, C5H14O4 overall.

Cartesian coordinates (Å):
C 0.92143 -0.26242 -1.20863
C 2.03896 -1.21065 -0.77208
C 1.95905 -2.53738 -1.51646
O 0.93148 0.84990 -0.34251
O 1.05178 0.13735 -2.53991
H 1.92913 0.51994 -2.66409
H 0.15858 1.43335 -0.54723
H -0.05251 -0.77151 -1.16152
H 2.99593 -0.72015 -0.97292
H 1.96284 -1.36427 0.30422
H 1.89504 -2.36785 -2.58995
H 2.83408 -3.14739 -1.30777
H 1.07309 -3.08988 -1.20593
C -1.51441 1.45999 1.63696
C -2.85745 1.24498 2.31620
O -0.74014 0.32252 1.77897
O -1.65197 1.80087 0.24162
H 0.05305 0.40265 1.17504
H -2.45427 1.39751 -0.13899
H -1.00088 2.33794 2.06029
H -3.46106 2.14705 2.24849
H -3.38021 0.41530 1.84415
H -2.69154 1.00214 3.36204

LUMO = 0.84 eV
SMILES = CCC(O)O.CC(O)O
2S+1 = 1
frontier orbital gap = 11.35 eV

Record 6
Density functional theory data (wB97M-V/def2-TZVPD) for a 3-piece molecular cluster, C12H32INO7PSi overall.

Cartesian coordinates (Å):
C -3.37737 1.79057 2.97587
Si -2.25930 1.99865 1.44487
C -1.17929 3.55292 1.65386
C -3.45377 2.37962 -0.02257
O -1.40896 0.58702 0.99242
C -0.11407 0.47341 1.61486
C 0.11588 -0.94684 2.29500
P -1.37463 -1.52948 3.34310
I -0.67422 -3.94036 3.05930
C -2.88161 -1.98757 4.44673
N -4.09465 -1.90986 3.58049
H -3.59321 0.70146 3.11595
H -4.30667 2.40759 2.91711
H -2.85956 2.11263 3.91939
H -1.85908 4.40472 1.90921
H -0.51223 3.39155 2.54207
H -0.51716 3.78093 0.78902
H -4.31116 3.01877 0.30907
H -2.86033 3.02829 -0.72017
H -3.79140 1.46251 -0.55233
H 0.63933 0.51902 0.78090
H 0.09552 1.22671 2.40544
H 0.50389 -1.69764 1.56772
H 0.95611 -0.77403 3.02595
H -2.21761 -1.59585 2.16745
H -1.68028 -0.13511 3.58888
H -0.53697 -1.48875 4.54575
H -2.78747 -3.01075 4.90474
H -2.91294 -1.23725 5.27328
H -4.01281 -2.65958 2.89299
H -4.91704 -2.10596 4.14861
C -1.02987 -0.34584 -1.67857
O -1.28523 0.23751 -2.96659
C -0.24927 0.21345 -3.79596
O 0.84263 -0.23918 -3.56115
O -0.62531 0.78206 -4.94781
C 0.40037 0.82250 -5.93544
H -1.93955 -0.26821 -1.09426
H -0.77159 -1.40112 -1.77947
H -0.24102 0.19497 -1.16143
H 0.71872 -0.18594 -6.20277
H 1.24888 1.41239 -5.58657
H -0.01635 1.30146 -6.81958
C 3.21823 -0.93397 -3.13012
O 4.53381 -1.44437 -3.40473
C 5.42989 -1.19631 -2.45155
O 5.22998 -0.60301 -1.42736
O 6.60079 -1.72466 -2.83427
C 7.65595 -1.53016 -1.89755
H 2.59000 -1.19521 -3.96578
H 2.81032 -1.39166 -2.22962
H 3.23995 0.15024 -3.03449
H 7.42037 -2.00863 -0.94655
H 7.85230 -0.46723 -1.75310
H 8.54903 -1.99645 -2.31024

total charge = -1
LUMO = 2.34 eV
2S+1 = 1
frontier orbital gap = 6.58 eV

Record 7
Density functional theory data (wB97M-V/def2-TZVPD) for C5H6O2 as an isolated structure.

Cartesian coordinates (Å):
O 0.52955 0.91641 1.67777
C 0.60958 0.88145 0.47214
C 1.57076 -0.04839 -0.27236
O 0.61556 -1.07027 -0.63968
C -0.69852 -0.48790 -0.57093
C -1.35315 -0.47742 0.74380
C -0.56000 0.96679 -0.43393
H 2.30070 -0.46342 0.42014
H 2.06623 0.37660 -1.15815
H -1.38937 -0.81214 -1.34047
H -0.80802 -0.94330 1.58351
H -2.40551 -0.34149 0.93352
H -0.47781 1.50309 -1.41537

LUMO = -0.16 eV
2S+1 = 1
frontier orbital gap = 8.72 eV

Record 8
Density functional theory data (wB97M-V/def2-TZVPD) for one molecule with the formula C5H6OS.

Cartesian coordinates (Å):
C 1.41705 -0.27649 0.40181
C 0.81041 -1.24976 -0.18075
C 0.61713 0.93894 0.68365
C -0.20924 -2.00405 -0.52057
C -0.79212 0.89023 0.23325
O -2.48219 1.67861 -1.41443
S -1.12436 1.93721 -0.97231
H 2.50051 -0.21856 0.58738
H 0.55398 1.21693 1.79427
H 1.13751 1.85389 0.20863
H -0.70031 -1.90672 -1.53276
H -0.24646 -2.87307 0.17343
H -1.48193 0.01284 0.53841

LUMO = -0.01 eV
2S+1 = 1
frontier orbital gap = 9.21 eV

Record 9
Density functional theory data (wB97M-V/def2-TZVPD) for one molecule with the formula C20H23BrN2O2.

Cartesian coordinates (Å):
O 1.66087 0.79639 -1.22961
O -1.32025 -2.12457 -1.32484
Br 4.55405 -4.54627 -4.07521
C 1.21486 0.36673 -2.24279
C -1.31227 -0.85355 -1.46923
C 2.23707 0.75429 3.66560
C 1.19579 1.20787 4.39737
C 2.10810 0.15063 2.37891
C 2.48670 -2.45584 -4.41719
C 3.93428 -2.35769 -2.50716
C 1.82936 -1.35488 -4.04652
C 3.20612 -1.26373 -2.09526
C -0.10742 0.83617 3.94787
C 0.83753 -0.02297 1.82978
C 3.52414 -3.04600 -3.66655
C 2.10308 -0.77100 -2.77714
C -0.34553 0.34194 2.66265
N -1.58952 -0.09119 -0.29061
N -2.53741 1.43418 1.77712
C -2.17833 2.81342 2.25754
C -3.99527 1.26700 1.73179
C -0.11347 0.79310 -2.85884
C -1.21658 -0.23843 -2.81776
C -1.85887 -0.68738 1.01732
C -1.84428 0.16121 2.17622
H 3.20974 1.00881 4.12115
H 1.20404 1.69328 5.35275
H 2.87081 -0.20838 1.67852
H 2.22727 -2.99105 -5.34190
H 4.79039 -2.56794 -1.94861
H 1.00518 -0.99344 -4.54719
H 3.54039 -0.71346 -1.21826
H -1.00356 1.10233 4.53947
H 0.73281 -0.48645 0.83540
H -1.71170 0.92776 -0.29079
H -2.85071 3.61054 1.99397
H -1.26700 3.01480 1.71122
H -2.15533 2.75451 3.35712
H -4.29344 1.31183 2.82467
H -4.34937 0.36416 1.19118
H -4.66074 2.08079 1.35949
H -0.07132 1.16569 -3.90146
H -0.33274 1.67777 -2.27552
H -2.09101 0.26064 -3.11414
H -1.10218 -1.01037 -3.53791
H -1.15420 -1.52761 1.15197
H -2.74695 -1.28010 0.99525
H -2.26311 -0.30356 3.04017

LUMO = 0.05 eV
SMILES = CN(C)[C@@H](CNC(=O)CCC(=O)c1ccc(Br)cc1)c1ccccc1
2S+1 = 1
frontier orbital gap = 8.46 eV

Record 10
Density functional theory data (wB97M-V/def2-TZVPD) for one molecule with the formula C3H5NO2.

Cartesian coordinates (Å):
C -0.65284 0.36006 -0.38587
C 0.74802 0.53281 0.21815
C 1.77196 -0.53421 0.19307
H -3.29195 -0.61714 0.15200
H -0.77544 0.50742 -1.38101
H 0.79461 1.18178 1.12882
H 1.27996 1.38501 -0.27870
H 1.47445 -1.46653 0.66534
N -1.52764 -0.34609 0.45043
O -2.58680 -0.48526 -0.34958
O 2.76568 -0.51785 -0.41265

LUMO = 0.48 eV
SMILES = O=CC/C=N/O
2S+1 = 1
frontier orbital gap = 9.98 eV

Max |F|
In order: 0.05589, 0.04580, 0.09554, 0.07862, 0.02132, 0.05861, 0.03009, 0.06507, 0.11590, 0.18350
Unit: Eh/bohr